1.
Below is a structure of composition C16H64N4O14 in a non-equilibrium geometry, with properties calculated with ωB97M-V/def2-TZVPD.

```
98
C16H64N4O14, DFT ωB97M-V/def2-TZVPD
O -3.80 -3.07 1.50
O -4.51 0.68 -0.11
O 3.62 -1.19 0.70
O -2.74 1.63 -0.85
O 1.23 3.76 2.38
O -0.69 1.55 -4.78
O -1.98 3.04 1.95
O -4.63 1.04 2.04
O 1.67 -1.77 0.71
O -4.09 -1.10 2.52
O -0.15 1.66 -0.41
O -1.83 -2.32 -0.30
O 0.82 0.63 3.18
O -0.33 -2.21 3.51
N 3.89 2.19 2.20
N -0.46 -1.37 1.65
N -0.09 0.50 -2.24
N -1.08 -4.78 1.01
C -0.02 0.92 0.78
C 3.94 2.00 -0.10
C -0.89 2.93 -5.38
C 4.05 -1.38 -0.70
C -1.02 -0.27 0.84
C -2.48 -1.49 -1.29
C 0.82 1.35 -2.90
C -0.06 -3.93 0.32
C 1.15 -4.69 -0.04
C 4.26 -0.18 1.41
C 0.79 2.67 -0.62
C -2.38 0.03 1.28
C 2.22 1.00 -2.40
C 0.65 1.12 -4.44
C 3.56 1.19 1.16
C -0.75 -3.14 -0.71
H -2.39 0.54 2.24
H -1.13 -0.59 -0.20
H -3.20 -2.48 1.95
H 0.51 4.20 1.93
H -3.23 -0.86 -0.81
H -1.09 -2.13 1.44
H -3.64 1.03 -0.31
H -0.04 1.66 1.58
H -2.96 -0.90 1.24
H 2.29 -1.09 0.45
H -2.85 0.77 0.63
H 0.78 -0.22 2.75
H -0.28 -1.69 2.71
H 3.03 2.70 2.34
H -4.52 1.05 1.09
H 5.11 -1.25 -0.91
H 3.72 -2.40 -0.91
H 2.50 0.98 1.25
H 0.25 -3.26 1.12
H -0.15 0.68 -1.25
H -1.54 2.49 1.30
H -3.34 2.20 -1.33
H 0.29 -1.72 1.07
H -3.00 -2.02 -2.08
H -1.28 -5.44 0.27
H 3.97 1.36 -0.98
H -0.26 3.56 -4.76
H 2.57 0.04 -2.79
H 1.06 -5.50 -0.77
H 5.34 -0.17 1.27
H 0.73 2.41 -2.67
H -4.73 0.13 -0.87
H 4.88 2.51 0.11
H -1.78 -0.74 -1.66
H -1.95 2.53 2.76
H -1.92 3.28 -5.45
H -1.88 -4.16 0.95
H 4.11 -0.53 2.43
H -5.15 1.82 2.23
H 1.80 2.27 -0.48
H 2.02 4.15 2.01
H 0.00 1.07 2.95
H 2.88 1.79 -2.77
H -0.34 2.86 -6.32
H 1.50 1.52 -5.00
H -0.35 -3.12 3.20
H 3.33 -0.77 -1.23
H -1.92 2.13 -0.81
H 2.07 -2.18 1.47
H -0.04 -2.46 -1.18
H 1.55 -5.09 0.89
H -3.63 -0.78 3.30
H 0.97 0.48 0.65
H -4.48 -2.49 1.14
H -1.01 0.69 -2.60
H 0.74 3.41 0.19
H -1.12 -3.73 -1.55
H 3.99 1.71 3.09
H 0.59 0.05 -4.63
H 0.77 3.17 -1.59
H 2.36 1.00 -1.32
H 3.29 2.85 -0.32
H 1.93 -4.01 -0.37
H -4.40 -0.30 2.08
```

## Properties
Net charge = 0
Spin multiplicity = 1
Relative energy (zero: lowest compared OMol25 entry of this formula, charge and spin) = 418.9 kcal per mole
Largest force on an atom = 0.1877 Eh/bohr
M = 536.702 g/mol
Kohn-Sham gap = 8.1 eV

=====

2.
Below is a cluster of 16 separate species, C16H64O16 in total in a non-equilibrium geometry, with properties calculated with ωB97M-V/def2-TZVPD.

```
96
C16H64O16, DFT ωB97M-V/def2-TZVPD
O 9.73 3.91 17.91
O 7.45 4.50 20.06
O 2.29 6.17 18.39
O 0.36 1.64 16.94
O 4.73 5.37 21.12
O -0.07 6.56 21.39
O 6.90 2.16 17.24
O 1.72 -0.38 20.47
O 10.43 1.19 17.35
O 2.12 2.18 22.01
O 1.82 3.56 18.75
O 6.43 4.89 16.41
O 2.07 5.22 22.30
O 0.76 -0.77 17.84
O -1.22 4.52 20.25
O -1.72 3.19 18.11
C 2.74 -1.13 21.18
C 3.30 2.08 22.85
C 2.05 5.72 23.62
C -0.79 3.34 20.97
C 8.31 3.51 20.66
C -0.08 7.95 21.12
C -2.30 3.64 16.85
C 10.42 5.05 17.25
C 7.04 1.07 18.16
C 1.37 -1.94 17.22
C 3.22 3.22 18.73
C 0.52 1.48 15.55
C 10.42 0.96 15.93
C 5.17 4.83 15.71
C 4.67 6.66 20.57
C 1.06 6.76 17.96
H 1.26 7.81 17.68
H 10.10 -0.06 15.71
H 4.20 2.53 22.40
H 8.05 1.02 18.52
H 2.04 -1.57 16.52
H 6.40 1.14 19.08
H 5.33 7.37 21.00
H 0.91 2.40 15.14
H 0.49 -2.43 16.80
H 10.91 5.65 18.04
H 5.32 5.15 14.66
H -0.28 3.67 21.88
H 6.79 0.12 17.66
H 9.59 5.64 16.84
H 11.14 4.63 16.55
H 1.91 -2.61 17.95
H 3.51 1.03 23.03
H 10.57 2.12 17.53
H 9.23 3.53 20.02
H -0.77 6.05 20.91
H 0.21 6.65 18.63
H 5.03 6.47 19.51
H 4.55 5.59 16.14
H 3.74 -0.89 20.88
H 7.72 2.57 17.08
H 1.36 5.63 21.81
H -1.70 4.34 16.34
H 6.62 4.45 20.55
H -1.56 2.65 21.25
H 4.73 3.82 15.50
H -0.50 1.27 15.12
H 6.41 4.44 17.24
H 2.55 -1.01 22.25
H 1.04 5.80 23.98
H -2.56 2.79 16.25
H 3.73 3.89 18.06
H -3.13 4.19 17.28
H 9.67 1.59 15.54
H -1.14 8.33 20.93
H 1.44 3.20 17.90
H 0.41 0.71 17.27
H 0.73 6.28 17.02
H 4.01 5.22 21.76
H 0.52 8.28 20.26
H 1.79 3.09 22.07
H 1.74 0.54 20.86
H 3.63 3.35 19.72
H 11.43 1.17 15.38
H -1.05 2.50 17.89
H -0.05 2.80 20.30
H 2.06 5.23 18.52
H 7.94 2.51 20.66
H 2.56 -2.16 21.09
H 2.58 4.96 24.26
H 1.19 0.69 15.30
H 3.67 7.02 20.51
H 1.16 -0.62 18.76
H 9.21 4.38 18.59
H 0.26 8.48 22.04
H -1.51 4.18 19.38
H 8.66 3.79 21.66
H 3.15 2.64 23.76
H 3.44 2.24 18.37
H 2.47 6.77 23.76
```

## Properties
Net charge = 0
Spin multiplicity = 1
Relative energy (zero: lowest compared OMol25 entry of this formula, charge and spin) = 133.6 kcal per mole
Largest force on an atom = 0.0573 Eh/bohr
M = 512.672 g/mol
Kohn-Sham gap = 10.0 eV

=====

3.
Below is a structure of composition C16H7Cl5IN3ReS in a non-equilibrium geometry, with properties calculated with ωB97M-V/def2-TZVPD.

```
34
C16H7Cl5IN3ReS, DFT ωB97M-V/def2-TZVPD
Re -1.40 -0.77 -0.82
I -3.83 -0.12 -1.40
Cl 2.38 -0.44 -1.24
Cl 2.72 -5.57 0.33
Cl -2.09 -3.03 -0.24
Cl 4.10 -2.94 -0.53
Cl -0.44 -5.75 0.52
S 0.23 1.21 -4.57
N 0.20 2.86 0.05
N -0.72 0.87 0.04
N -0.58 0.30 -2.37
C -0.04 3.32 2.56
C -1.13 1.45 3.68
C -0.75 1.33 1.37
C 0.23 -1.97 -0.64
C -0.17 2.58 1.39
C -0.51 0.01 -3.65
C -1.25 0.73 2.52
C 1.63 -1.91 -0.75
C 0.44 2.19 -3.19
C 2.40 -3.02 -0.43
C 0.38 -4.33 0.06
C -0.29 -3.19 -0.25
C -0.53 2.73 3.70
C -0.04 1.55 -2.11
C 1.78 -4.22 -0.04
C -0.14 1.83 -0.70
H 0.90 3.16 -3.26
H -0.88 -0.92 -4.07
H -1.50 1.03 4.61
H 0.42 4.30 2.58
H -0.46 3.26 4.64
H -1.71 -0.25 2.50
H 0.65 3.71 -0.28
```

## Properties
Net charge = +2
Spin multiplicity = 2
Largest force on an atom = 0.0213 Eh/bohr
M = 763.696 g/mol
Kohn-Sham gap (alpha / beta) = 5.9 / 6.5 eV

=====

4.
Below is a cluster of 15 separate species, C16H8BCl56O2P in total, with properties calculated with ωB97M-V/def2-TZVPD.

```
84
C16H8BCl56O2P, DFT ωB97M-V/def2-TZVPD
Cl -5.86 -7.80 -3.94
Cl 4.78 3.37 -1.45
Cl -5.87 7.64 -2.47
Cl 0.27 -1.38 -1.83
Cl -6.90 -7.68 -1.26
Cl -0.10 11.48 -2.70
Cl 12.13 -5.25 1.91
Cl 12.34 -7.88 0.77
Cl -2.54 -8.50 1.01
Cl -5.68 -10.11 -2.22
Cl -0.12 11.20 -5.57
Cl -8.24 -9.27 -3.25
Cl -7.36 10.06 -1.99
Cl -0.01 8.86 -3.89
Cl 7.01 -7.32 7.85
Cl 9.23 -4.39 3.91
Cl -8.35 8.11 -3.87
Cl -4.30 0.14 4.39
Cl -0.75 3.71 -5.12
Cl -0.58 -3.20 0.23
Cl -2.95 -5.65 0.78
Cl 8.51 -4.87 8.08
Cl -0.86 7.69 0.35
Cl -4.12 -2.09 -6.50
Cl -3.21 -7.33 -1.55
Cl 10.41 -7.37 2.85
Cl -3.27 -1.33 -3.86
Cl -3.14 8.94 -0.91
Cl 8.58 -1.86 2.67
Cl 9.34 -1.96 5.45
Cl -6.88 0.83 5.49
Cl 4.39 -1.69 3.09
Cl -3.23 3.18 -3.75
Cl 2.78 0.70 2.95
Cl 7.14 1.85 -0.79
Cl 6.80 -3.02 4.61
Cl -2.42 10.42 -4.02
Cl -6.67 -0.11 2.77
Cl -2.78 6.09 -1.08
Cl 1.70 -3.85 -1.41
Cl -1.18 1.18 -3.82
Cl 3.12 -0.99 0.60
Cl 6.60 4.33 0.57
Cl 1.52 -1.88 2.81
Cl 9.18 -6.77 6.03
Cl -4.00 -4.06 -4.39
Cl -0.61 -6.89 -0.38
Cl -0.97 -3.90 -2.52
Cl 4.95 2.02 1.09
Cl -3.50 7.29 1.43
Cl -6.01 9.67 -4.51
Cl 10.02 -6.26 0.22
Cl -5.67 2.50 3.48
Cl -6.03 -2.02 -4.34
Cl 9.73 -7.38 8.80
Cl -2.63 1.82 -6.22
P -3.55 2.98 -0.04
O -1.11 1.60 -0.32
O -0.83 3.82 0.50
C -2.33 -7.09 -0.04
C 11.23 -6.69 1.43
C -6.67 -8.72 -2.67
C 2.96 -0.97 2.36
C -4.15 1.28 0.29
C 8.49 -2.81 4.15
C 5.87 2.89 -0.14
C -6.90 8.87 -3.21
C -2.57 7.51 -0.06
C -1.94 2.47 -4.73
C -0.66 10.49 -4.05
C 8.61 -6.59 7.69
C 0.11 -3.08 -1.39
C -0.28 0.87 0.59
C -4.36 -2.37 -4.77
C -5.88 0.84 4.03
B -1.64 2.79 0.10
H -3.94 3.77 1.06
H -3.59 0.63 -0.39
H -5.21 1.19 0.06
H -0.03 1.43 1.49
H -3.96 0.95 1.31
H 0.64 0.61 0.08
H -0.78 -0.06 0.85
H -1.21 4.32 1.23
```

## Properties
Net charge = 0
Spin multiplicity = 1
Largest force on an atom = 0.0173 Eh/bohr
M = 2259.392 g/mol
Kohn-Sham gap = 8.3 eV

=====

5.
Below is a structure of composition C16H8BrI2IrNO3SbSe4 in a non-equilibrium geometry, with properties calculated with ωB97M-V/def2-TZVPD.

```
37
C16H8BrI2IrNO3SbSe4, DFT ωB97M-V/def2-TZVPD
Ir -0.27 0.02 1.20
I 6.81 -1.19 1.54
I 2.45 -1.04 5.61
Sb 0.92 3.62 -0.26
Br -7.18 -0.84 -3.93
Se 0.60 2.71 -2.44
Se 0.21 5.90 0.16
Se 2.95 3.01 1.01
Se -0.28 2.36 1.63
O -2.52 -0.62 1.14
O 0.78 -0.44 2.90
O -1.31 0.03 -0.56
N 1.53 -0.21 0.42
C 3.01 -0.87 3.62
C 4.78 -0.94 1.96
C -4.49 -0.27 -3.23
C 3.13 -0.20 -1.32
C 3.85 -0.66 0.93
C 1.82 -0.04 -0.86
C 2.05 -0.60 2.67
C -5.71 -0.70 -2.74
C -3.57 -0.50 -1.02
C -4.81 -0.92 -0.54
C -3.41 -0.17 -2.36
C 4.13 -0.50 -0.44
C 2.51 -0.50 1.32
C -5.89 -1.02 -1.41
C 4.36 -1.04 3.26
C -2.43 -0.38 -0.09
H 5.15 -0.60 -0.79
H 5.08 -1.25 4.04
H 1.00 0.24 -1.51
H -4.38 -0.02 -4.28
H -6.86 -1.34 -1.05
H -4.91 -1.16 0.50
H 3.33 -0.04 -2.37
H -2.45 0.18 -2.71
```

## Properties
Net charge = -1
Spin multiplicity = 2
Largest force on an atom = 0.0340 Eh/bohr
M = 1225.773 g/mol
Kohn-Sham gap (alpha / beta) = 5.7 / 5.4 eV

=====

6.
Below is a cluster of 13 separate species, C16H9Cl49NO2S2 in total in a non-equilibrium geometry, with properties calculated with ωB97M-V/def2-TZVPD.

```
79
C16H9Cl49NO2S2, DFT ωB97M-V/def2-TZVPD
Cl 2.13 -9.29 2.09
Cl 0.64 8.46 -2.15
Cl 4.85 4.39 0.50
Cl 2.20 5.52 0.68
Cl -2.70 -2.07 0.06
Cl 8.27 3.54 1.54
Cl -4.85 -5.81 -1.12
Cl 8.51 0.03 8.63
Cl -4.90 -0.95 -2.37
Cl -3.76 -5.59 -6.80
Cl -5.80 5.16 -3.85
Cl -2.21 -3.94 -5.01
Cl 4.11 11.41 4.83
Cl 7.07 0.85 6.27
Cl 1.91 -11.16 -0.09
Cl -5.15 -8.64 -1.59
Cl 6.07 1.98 2.56
Cl 2.79 10.10 -3.16
Cl -5.10 -3.64 2.79
Cl 5.10 12.04 2.19
Cl -1.72 -3.85 -7.85
Cl 8.77 1.39 3.40
Cl 3.12 4.38 -1.81
Cl 1.16 1.87 -3.37
Cl 3.55 9.65 2.61
Cl -4.86 6.38 -1.41
Cl 2.53 2.66 0.45
Cl -1.50 1.32 -2.44
Cl 9.71 1.91 6.81
Cl -1.10 2.94 -4.80
Cl -3.25 6.52 -3.80
Cl -0.42 3.98 -2.20
Cl -2.51 -7.47 -1.61
Cl 7.47 3.81 4.29
Cl -6.33 -2.43 0.49
Cl -0.22 -10.93 1.84
Cl 3.36 7.94 -1.32
Cl -7.50 -2.04 -2.97
Cl -0.98 -6.19 -6.34
Cl 0.26 -8.79 -0.04
Cl 2.28 12.23 2.76
Cl -7.18 0.79 -2.55
Cl 7.47 2.71 8.43
Cl -3.57 4.01 -2.43
Cl -4.99 -0.76 2.39
Cl 2.00 10.30 -0.39
Cl -7.47 -2.03 3.11
Cl -4.36 -6.89 -3.75
Cl -6.12 -0.44 -4.93
S 0.47 -1.48 1.01
S -1.55 -2.09 1.70
O 0.88 -0.48 1.94
O 1.33 -2.61 0.97
N 0.01 -5.59 1.92
C 3.18 4.25 -0.05
C -0.86 -4.84 1.41
C -1.41 -4.99 0.02
C 0.20 -0.72 -0.55
C -4.22 -7.21 -2.02
C -1.37 -3.76 2.35
C 3.76 11.34 3.10
C 7.65 2.68 2.95
C 1.03 -10.05 0.96
C 8.19 1.37 7.53
C -0.47 2.54 -3.21
C -5.99 -2.21 2.20
C -6.43 -0.66 -3.21
C -2.16 -4.90 -6.51
C -4.37 5.52 -2.87
C 2.20 9.20 -1.76
H 1.15 -0.41 -0.99
H -1.33 -6.01 -0.34
H -0.32 -1.36 -1.25
H -0.84 -4.36 -0.67
H -0.41 0.16 -0.39
H -2.46 -4.71 -0.07
H -0.62 -3.65 3.14
H 0.30 -6.31 1.26
H -2.30 -4.00 2.84
```

## Properties
Net charge = +1
Spin multiplicity = 1
Largest force on an atom = 0.0724 Eh/bohr
M = 2048.584 g/mol
Kohn-Sham gap = 7.3 eV

=====

7.
Below is a structure of composition C17H10BF4N4O2RuS2, with properties calculated with ωB97M-V/def2-TZVPD.

```
41
C17H10BF4N4O2RuS2, DFT ωB97M-V/def2-TZVPD
Ru -0.08 0.02 0.19
S -1.81 -1.67 -0.23
S -1.83 1.70 -0.18
F 0.64 -0.10 -4.10
F -1.24 1.05 -3.42
F 0.19 0.08 -1.82
F -1.17 -1.24 -3.23
O -4.04 -0.03 7.29
O -5.41 0.02 5.57
N -5.17 1.97 -1.61
N 1.96 0.01 0.36
N 0.03 0.00 2.19
N -5.15 -1.92 -1.66
C 4.65 0.00 0.93
C -4.28 -0.01 5.97
C -3.10 -0.01 5.05
C 2.37 0.00 1.66
C -0.99 0.00 3.16
C 1.34 0.00 2.60
C -4.23 1.40 -1.25
C -1.77 0.00 5.45
C 3.74 0.00 1.96
C -3.07 0.72 -0.77
C -3.07 -0.68 -0.79
C -3.36 -0.01 3.68
C 4.20 0.01 -0.40
C -0.73 0.00 4.54
C -4.22 -1.36 -1.28
C 2.85 0.02 -0.64
C -2.33 -0.01 2.76
B -0.48 -0.07 -3.33
H -3.09 -0.05 7.48
H -2.58 -0.01 1.71
H 4.89 0.02 -1.23
H 1.59 -0.01 3.65
H 2.43 0.03 -1.64
H 4.06 -0.01 2.99
H -1.49 0.01 6.50
H 0.27 0.01 4.94
H -4.39 -0.02 3.35
H 5.71 -0.01 1.14
```

## Properties
Net charge = 0
Spin multiplicity = 6
Relative energy (zero: lowest compared OMol25 entry of this formula, charge and spin) = 0.4 kcal per mole
Largest force on an atom = 0.0074 Eh/bohr
M = 554.301 g/mol
Kohn-Sham gap (alpha / beta) = 6.5 / 6.1 eV